Record 1
ORCA calculation (ωB97M-V with the def2-TZVPD basis set) on an isolated molecule of C6H14O2 in a non-equilibrium geometry.

For the strongest force on any atom, the calculation gives 3.9 eV/A. As for the SMILES: C[C@H](O)OC(C)(C)C. Its spin multiplicity is 1. Its LUMO energy is 0.74 eV. For the gap between HOMO and LUMO, the calculation gives 10.56 eV. As for the energy above the lowest of the compared OMol25 structures with the same formula, charge and spin: 26.9 kcal/mol. The net charge is 0.

CARTESIAN COORDINATES (ANGSTROEM)
C1 1.548 -1.920 -0.220
C2 1.460 -0.440 -0.529
O1 2.904 0.123 -0.467
O2 0.866 0.268 0.484
C3 -0.669 0.498 0.220
C4 -1.429 -0.600 -0.519
C5 -0.776 1.828 -0.517
C6 -1.213 0.624 1.641
H1 1.570 -2.097 0.861
H2 2.471 -2.338 -0.631
H3 0.701 -2.472 -0.633
H4 1.111 -0.220 -1.543
H5 2.824 0.921 0.078
H6 -1.335 -1.564 -0.012
H7 -1.086 -0.718 -1.551
H8 -2.499 -0.363 -0.573
H9 -1.821 2.151 -0.595
H10 -0.371 1.757 -1.531
H11 -0.218 2.612 0.005
H12 -2.284 0.858 1.644
H13 -0.685 1.404 2.197
H14 -1.069 -0.312 2.192

Forces on the atoms, in the same order (eV/Å):
C 0.2 -0.4 -0.2
C 3.7 0.8 0.7
O -1.9 -1.0 -0.4
O -3.8 0.2 -0.7
C 1.0 0.7 1.1
C 0.5 -0.4 -0.2
C 0.1 0.1 -0.1
C 0.1 -0.1 0.2
H 0.0 0.3 -0.2
H -0.2 0.1 -0.1
H 0.0 0.1 0.0
H -0.2 0.1 0.2
H -0.2 -0.3 -0.2
H 0.0 0.1 0.0
H 0.0 0.0 0.1
H 0.3 0.2 0.2
H 0.1 -0.2 0.0
H 0.0 -0.1 0.1
H -0.1 -0.2 0.0
H 0.2 0.0 -0.1
H -0.1 0.0 -0.2
H 0.0 0.1 -0.2

Here are the natural (NBO) charges for atoms 1 to 8, given in e: number 1, C, carries -0.6618; number 2, C, carries 0.3867; number 3, O, carries -0.7654; number 4, O, carries -0.5638; number 5, C, carries 0.2827; number 6, C, carries -0.6584; number 7, C, carries -0.6422; number 8, C, carries -0.6273


Record 2
ORCA calculation (ωB97M-V with the def2-TZVPD basis set) on a structure of composition C26H32AlBrO4 in a non-equilibrium geometry.

For the strongest force on any atom, the calculation gives 2.5 eV/A. Its spin multiplicity is 1. Its LUMO energy is 0.44 eV. For the gap between HOMO and LUMO, the calculation gives 8.28 eV. As for the energy above the lowest of the compared OMol25 structures with the same formula, charge and spin: 0.0 kcal/mol. The net charge is 0.

CARTESIAN COORDINATES (ANGSTROEM)
O1 -0.443 -0.579 -3.906
C1 -0.557 0.674 -4.680
C2 -0.447 0.036 -6.047
H1 0.306 1.365 -4.542
H2 -1.530 1.168 -4.495
C3 -0.327 -1.247 -5.195
H3 0.466 0.326 -6.577
H4 -1.386 0.096 -6.613
C4 0.981 -1.982 -5.339
H5 1.853 -1.372 -5.077
H6 1.072 -2.315 -6.379
H7 0.959 -2.868 -4.700
C5 -1.471 -2.159 -5.560
H8 -2.448 -1.689 -5.406
H9 -1.419 -3.082 -4.980
H10 -1.355 -2.405 -6.626
Al1 -0.395 -0.608 1.326
C6 -3.179 -1.565 2.536
C7 -2.679 -0.272 2.785
C8 -2.230 0.297 1.523
H11 -2.726 0.289 3.715
C9 -2.516 -0.721 0.482
C10 -3.110 -1.838 1.144
H12 -3.559 -2.696 0.631
H13 -3.654 -2.209 3.285
H14 -2.218 1.371 1.319
H15 -2.615 -0.483 -0.578
C11 0.280 -2.507 2.217
C12 -0.200 -3.549 1.370
C13 0.357 -3.387 0.077
H16 -0.786 -4.399 1.716
C14 1.349 -2.380 0.130
C15 1.293 -1.761 1.445
H17 2.115 -1.198 1.883
H18 0.163 -2.484 3.297
H19 0.117 -3.985 -0.815
H20 2.122 -2.187 -0.620
O2 0.580 0.719 0.047
C16 0.115 0.432 -1.300
C17 -0.196 1.776 -1.901
H21 -0.740 -0.250 -1.277
H22 0.886 -0.148 -1.795
C18 0.703 2.749 -1.172
H23 -1.252 2.049 -1.856
H24 0.110 1.703 -2.932
C19 0.645 2.217 0.244
H25 0.377 3.791 -1.241
H26 1.701 2.643 -1.640
H27 -0.210 2.607 0.830
H28 1.549 2.400 0.828
Br1 3.478 2.084 2.490
C20 2.413 2.505 4.046
C21 2.817 3.463 4.993
C22 2.336 3.413 6.320
C23 1.411 2.441 6.715
C24 0.890 1.613 5.734
C25 1.316 1.675 4.407
C26 0.648 0.600 3.627
O3 0.327 -0.452 4.214
O4 0.409 0.814 2.368
H29 3.534 4.224 4.691
H30 2.720 4.102 7.072
H31 1.073 2.301 7.745
H32 0.175 0.835 5.993

Forces on the atoms, in the same order (eV/Å):
O -0.2 1.1 -1.6
C 0.0 1.1 0.3
C 0.0 -0.3 0.9
H -0.8 -0.5 0.2
H 0.7 0.0 0.2
C 0.1 -0.7 -1.3
H -0.5 -0.1 -0.2
H 0.6 0.0 -0.2
C 0.1 -0.2 0.1
H -0.2 0.0 0.0
H 0.1 0.0 0.2
H 0.2 0.0 0.0
C -0.2 -0.5 0.3
H 0.2 0.0 0.0
H -0.2 -0.1 0.0
H -0.1 0.0 0.3
Al 1.2 1.9 1.0
C -0.3 0.4 -0.4
C -0.1 0.0 -1.5
C -1.5 -0.8 0.4
H 0.3 -0.4 -0.1
C -0.6 -0.2 0.9
C 0.1 0.8 0.1
H 0.6 0.2 0.3
H 0.4 0.2 -0.4
H 0.4 -0.4 0.1
H 0.2 -0.2 0.4
C 0.5 -1.2 -0.7
C 0.4 0.9 -0.1
C 0.7 -0.3 0.2
H -0.4 0.5 -0.3
C -0.7 0.0 1.0
C 0.3 -1.7 -0.8
H -0.5 0.1 -0.1
H 0.0 0.2 -0.4
H 0.2 0.3 0.6
H -0.6 0.3 0.1
O -1.1 0.7 -0.2
C 0.0 -0.3 0.4
C 0.0 -0.1 -1.0
H 0.1 0.3 0.1
H 0.3 0.3 -0.2
C 0.2 -0.3 0.0
H 0.0 -0.1 0.1
H -0.3 0.5 0.2
C 0.5 -0.5 0.1
H 0.1 -0.2 0.0
H -0.2 0.2 0.6
H 0.2 -0.6 -0.5
H -0.3 -0.1 -0.2
Br -0.4 0.5 0.7
C -1.2 -0.5 1.0
C 0.0 -0.4 0.0
C -0.1 -0.1 -0.3
C 0.1 0.2 -0.5
C 0.1 0.5 0.5
C 1.0 -0.2 0.4
C -0.4 -1.6 -0.8
O 0.3 1.3 -0.7
O 0.0 -0.5 1.4
H 0.1 -0.3 0.2
H 0.0 0.0 -0.4
H 0.3 0.3 -0.3
H 0.1 0.3 -0.2

Here are the natural (NBO) charges for atoms 1 to 8, given in e: number 1, O, carries -0.5544; number 2, C, carries -0.0636; number 3, C, carries -0.4718; number 4, H, carries 0.1737; number 5, H, carries 0.1883; number 6, C, carries 0.2699; number 7, H, carries 0.2132; number 8, H, carries 0.2134


Record 3
ORCA calculation (ωB97M-V with the def2-TZVPD basis set) on a structure of composition C12H19AsCaN4O6S in a non-equilibrium geometry.

For the strongest force on any atom, the calculation gives 1.0 eV/A. Its spin multiplicity is 1. Its LUMO energy is 0.30 eV. For the gap between HOMO and LUMO, the calculation gives 9.50 eV. As for the energy above the lowest of the compared OMol25 structures with the same formula, charge and spin: 4.2 kcal/mol. The net charge is 0.

CARTESIAN COORDINATES (ANGSTROEM)
Ca1 0.362 0.186 0.366
O1 -1.975 1.828 -0.006
As1 -2.806 0.347 0.586
O2 -4.240 0.718 1.248
O3 -1.518 -0.259 1.463
C1 -3.147 -0.717 -1.037
C2 -4.513 -0.946 -1.167
C3 -5.038 -1.666 -2.236
C4 -4.194 -2.164 -3.205
C5 -2.825 -1.948 -3.097
C6 -2.297 -1.241 -2.031
S1 -0.509 -1.104 -2.035
O4 -0.060 -1.792 -0.808
O5 -0.026 -1.664 -3.262
O6 -0.213 0.332 -1.837
H1 -2.626 2.528 -0.154
H2 -5.169 -0.541 -0.408
H3 -6.107 -1.826 -2.301
H4 -4.586 -2.720 -4.047
H5 -2.149 -2.331 -3.848
N1 1.846 2.172 -0.349
C7 2.961 2.610 0.504
C8 2.511 3.149 1.856
C9 1.991 2.139 2.872
N2 0.677 1.600 2.508
H6 2.184 1.912 -1.271
H7 1.202 2.941 -0.515
H8 3.555 3.387 0.012
H9 3.618 1.750 0.659
H10 1.768 3.942 1.708
H11 3.377 3.641 2.306
H12 1.974 2.624 3.855
H13 2.687 1.300 2.937
H14 -0.021 2.338 2.461
H15 0.329 0.958 3.212
N3 2.209 -3.240 0.837
C10 3.007 -2.838 -0.202
C11 3.176 -1.500 -0.034
N4 2.489 -1.071 1.085
C12 1.914 -2.151 1.572
H16 1.803 -4.151 0.959
H17 3.357 -3.519 -0.956
H18 3.753 -0.822 -0.640
H19 1.270 -2.189 2.437

Forces on the atoms, in the same order (eV/Å):
Ca 0.4 0.6 0.7
O -0.2 0.2 0.0
As 0.4 -0.3 -0.2
O 0.0 0.1 0.1
O -0.3 -0.1 -0.1
C -0.1 0.0 0.0
C -0.1 0.0 0.0
C 0.0 0.0 0.1
C 0.1 0.0 0.0
C -0.1 -0.1 -0.1
C 0.1 0.1 0.1
S -0.3 0.1 0.2
O 0.1 -0.3 -0.1
O 0.0 0.0 0.0
O 0.0 0.0 -0.4
H 0.1 -0.1 0.0
H 0.0 0.0 0.0
H 0.0 0.0 0.0
H 0.0 0.0 0.0
H 0.0 0.0 0.0
N -0.1 -0.1 0.0
C 0.0 0.0 0.0
C 0.0 0.1 0.0
C 0.0 0.0 0.1
N -0.1 -0.1 -0.2
H 0.0 0.0 0.0
H 0.0 0.0 0.0
H 0.0 0.0 0.0
H 0.0 0.0 0.0
H 0.0 0.0 0.0
H 0.0 0.0 0.0
H 0.0 0.0 0.0
H 0.0 0.0 0.0
H 0.0 0.0 0.0
H 0.0 0.0 0.0
N 0.0 0.0 0.0
C 0.0 0.0 0.0
C 0.1 0.0 0.1
N -0.1 0.0 -0.1
C 0.0 -0.1 0.0
H 0.0 0.0 0.0
H 0.0 0.0 0.0
H 0.0 0.0 0.0
H 0.0 0.0 0.0

Here are the natural (NBO) charges for atoms 1 to 8, given in e: number 1, Ca, carries 1.7824; number 2, O, carries -1.0761; number 3, As, carries 2.4153; number 4, O, carries -1.1413; number 5, O, carries -1.2844; number 6, C, carries -0.3191; number 7, C, carries -0.2288; number 8, C, carries -0.2003


Record 4
ORCA calculation (ωB97M-V with the def2-TZVPD basis set) on a cluster of 2 separate species, C6H4 in total in a non-equilibrium geometry.

For the strongest force on any atom, the calculation gives 2.7 eV/A. Its spin multiplicity is 2. Its LUMO energy (spin up / spin down) is 4.03 / 4.03 eV. For the gap between HOMO and LUMO (spin up / spin down), the calculation gives 6.67 / 8.16 eV. The net charge is -1.

CARTESIAN COORDINATES (ANGSTROEM)
C1 2.304 -0.273 0.063
H1 1.219 -0.206 -0.001
C2 3.524 -0.266 0.074
C3 10.645 -0.274 0.249
C4 9.347 -0.370 0.032
C5 8.021 -0.194 0.074
C6 6.758 -0.166 0.068
H2 11.381 -0.718 -0.431
H3 11.046 0.222 1.144
H4 4.822 -0.218 0.074

Forces on the atoms, in the same order (eV/Å):
C 0.5 0.2 -0.1
H 1.0 -0.2 0.1
C 1.6 0.1 0.0
C -0.1 -0.2 0.1
C -0.3 0.4 -0.2
C 0.2 -0.4 0.1
C 0.0 0.1 0.0
H -0.2 0.1 0.2
H 0.0 -0.1 -0.2
H -2.7 -0.2 0.0

Here are the natural (NBO) charges for atoms 1 to 8, given in e: number 1, C, carries -0.4005; number 2, H, carries 0.2125; number 3, C, carries -0.2672; number 4, C, carries -0.5890; number 5, C, carries 0.0409; number 6, C, carries -0.4400; number 7, C, carries -0.2171; number 8, H, carries 0.1797


Record 5
ORCA calculation (ωB97M-V with the def2-TZVPD basis set) on a structure of composition C4H2CrLiO2 in a non-equilibrium geometry.

For the strongest force on any atom, the calculation gives 1.3 eV/A. Its spin multiplicity is 5. Its LUMO energy (spin up / spin down) is -5.64 / -4.96 eV. For the gap between HOMO and LUMO (spin up / spin down), the calculation gives 7.45 / 8.32 eV. As for the energy above the lowest of the compared OMol25 structures with the same formula, charge and spin: 0.0 kcal/mol. The net charge is +1.

CARTESIAN COORDINATES (ANGSTROEM)
H1 1.505 3.100 -0.049
O1 -0.174 2.233 -0.789
C1 0.868 2.205 -0.140
C2 1.289 0.962 0.443
C3 1.386 -0.209 0.810
Li1 -0.892 0.320 -0.733
O2 -0.830 -2.660 0.228
C4 -1.529 -1.692 -0.199
Cr1 0.954 -2.202 0.803
H2 -2.579 -2.055 -0.375

Forces on the atoms, in the same order (eV/Å):
H -0.3 -0.2 0.1
O 0.3 -0.3 0.3
C 0.1 0.4 -0.4
C -0.1 -1.3 0.4
C -0.3 1.1 -0.7
Li 0.1 0.3 0.1
O 0.6 0.7 0.3
C -0.4 -0.3 -0.3
Cr -0.4 -0.4 0.0
H 0.4 0.1 0.1

Here are the natural (NBO) charges for atoms 1 to 8, given in e: number 1, H, carries 0.1917; number 2, O, carries -0.5755; number 3, C, carries 0.3842; number 4, C, carries -0.2464; number 5, C, carries -0.4616; number 6, Li, carries 0.8771; number 7, O, carries -0.6949; number 8, C, carries -0.0275


Record 6
ORCA calculation (ωB97M-V with the def2-TZVPD basis set) on a cluster of 2 separate species, C4H8N3O in total in a non-equilibrium geometry.

For the strongest force on any atom, the calculation gives 6.4 eV/A. Its spin multiplicity is 1. Its LUMO energy is -3.96 eV. For the gap between HOMO and LUMO, the calculation gives 11.32 eV. As for the energy above the lowest of the compared OMol25 structures with the same formula, charge and spin: 168.7 kcal/mol. The net charge is +1.

CARTESIAN COORDINATES (ANGSTROEM)
C1 -2.724 2.875 -2.093
C2 0.750 -1.320 0.977
C3 0.247 -1.013 -0.642
C4 -0.045 0.065 0.282
N1 -1.531 2.704 -1.486
N2 -2.818 1.084 -0.903
N3 -1.670 1.545 -0.800
O1 -3.537 1.869 -1.793
H1 -2.996 3.563 -2.762
H2 1.090 -0.667 1.768
H3 1.687 -1.691 0.767
H4 0.204 -2.038 1.404
H5 0.985 -0.972 -1.366
H6 -0.490 -1.799 -0.940
H7 0.499 0.890 0.473
H8 -1.087 0.052 0.651

Forces on the atoms, in the same order (eV/Å):
C 3.4 -4.0 3.8
C 0.7 1.9 -1.2
C -2.0 0.9 2.2
C -3.3 -4.7 -1.7
N -1.8 0.9 -1.6
N -0.7 -1.1 -0.4
N -0.7 1.5 -0.4
O 0.5 0.6 0.5
H -1.0 2.7 -2.3
H -0.2 0.9 0.3
H 2.3 -0.9 -1.1
H -2.6 -2.5 1.3
H 2.0 0.3 -0.7
H 0.2 1.0 0.9
H 2.0 2.6 0.1
H 1.2 -0.2 0.4

Here are the natural (NBO) charges for atoms 1 to 8, given in e: number 1, C, carries 0.3584; number 2, C, carries -0.6417; number 3, C, carries -0.2224; number 4, C, carries -0.1588; number 5, N, carries -0.2925; number 6, N, carries 0.0959; number 7, N, carries -0.0897; number 8, O, carries -0.2400